{
  "formula": "C24H43ClP2Ru",
  "method": "wB97M-V/def2-TZVPD",
  "multiplicity": 6,
  "orbital_gap_ev": [3.14, 3.55],
  "e_tot_ha": -2177.5212,
  "charge": 1,
  "elements": ["Ru", "C", "C", "C", "C", "C", "C", "H", "H", "H", "C", "H", "H", "H", "C", "H", "H", "H", "C", "H", "H", "H", "C", "H", "H", "H", "C", "C", "C", "C", "C", "C", "C", "C", "H", "H", "H", "H", "H", "H", "H", "H", "H", "H", "H", "H", "P", "P", "C", "C", "H", "H", "H", "H", "C", "H", "H", "H", "C", "H", "H", "H", "C", "H", "H", "H", "C", "H", "H", "H", "Cl"],
  "xyz": [[-0.639473, 0.560356, 0.492604], [-2.076466, 2.229015, 0.648384], [-2.735061, 0.900224, 0.461772], [-2.623069, 1.397348, 2.742004], [-2.093438, 2.501768, 2.066836], [-3.008741, 0.409425, 1.807433], [-1.944783, 3.297157, -0.372656], [-1.972361, 2.910754, -1.398492], [-1.006009, 3.859369, -0.229953], [-2.782645, 3.998406, -0.239043], [-1.780344, 3.797693, 2.692935], [-1.246992, 4.450867, 2.002552], [-1.188742, 3.685767, 3.607972], [-2.712593, 4.301566, 2.976658], [-2.868607, 1.358222, 4.203191], [-3.763823, 1.941260, 4.449451], [-2.030682, 1.798599, 4.755870], [-3.027851, 0.339520, 4.562215], [-3.782845, -0.811230, 2.132074], [-4.815751, -0.536185, 2.414538], [-3.349993, -1.350729, 2.990815], [-3.836297, -1.495108, 1.272245], [-3.539837, 0.521172, -0.730701], [-4.572426, 0.863939, -0.551320], [-3.548096, -0.566586, -0.889122], [-3.150754, 0.994864, -1.638845], [3.438163, -0.269516, -2.310301], [2.470548, 0.140514, -3.153088], [1.959486, -0.697580, -4.274933], [1.549510, -2.147637, -3.872961], [0.984089, -2.227912, -2.488440], [1.729608, -2.669740, -1.461365], [3.231471, -2.787487, -1.497070], [4.037528, -1.637635, -2.256154], [2.714571, -0.747374, -5.081652], [2.443433, -2.779651, -3.926408], [1.080016, -0.210362, -4.723442], [4.246922, -1.987157, -3.278933], [3.941949, 0.470653, -1.673778], [2.220653, 1.203528, -3.223145], [5.014942, -1.556840, -1.743419], [3.629661, -2.831204, -0.467879], [1.271827, -3.163984, -0.604291], [3.530217, -3.753440, -1.949089], [0.823367, -2.537779, -4.612360], [-0.101566, -2.119319, -2.414109], [1.352616, 1.078963, -0.276471], [-0.039650, -1.409398, 1.395406], [2.344632, -0.325603, 0.283802], [1.806751, -1.310689, 1.349040], [3.342736, 0.044718, 0.557655], [2.415396, -0.869285, -0.654628], [2.211947, -2.306847, 1.125159], [2.173993, -0.995426, 2.340258], [-0.291043, -1.695904, 3.161727], [-1.347441, -1.572372, 3.415147], [0.311631, -0.988284, 3.740280], [0.016622, -2.723622, 3.396737], [-0.841138, -2.839877, 0.629125], [-0.201685, -3.727318, 0.672267], [-1.102732, -2.628760, -0.413600], [-1.761237, -3.047600, 1.188522], [2.186955, 2.621999, -0.471539], [1.432161, 3.415407, -0.587533], [2.856368, 2.609964, -1.339000], [2.751176, 2.784120, 0.457560], [0.061676, 0.839890, -1.639274], [-1.036633, 0.742938, -1.343943], [0.271028, -0.053934, -2.239777], [0.075691, 1.758679, -2.249810], [0.891466, 1.550712, 2.286291]],
  "forces_ev_per_angstrom": [[-1.461, 0.493, 2.266], [-1.310, -0.725, 0.866], [-0.024, 1.979, 0.560], [-0.660, -1.578, -0.378], [0.207, 0.223, -1.683], [0.339, 1.055, 0.315], [-0.040, 0.527, -0.154], [-0.004, 0.145, 0.198], [-0.336, -0.107, -0.159], [0.249, 0.029, -0.321], [0.331, 0.254, 0.137], [0.019, 0.019, 0.119], [-0.026, -0.004, -0.158], [0.034, -0.016, -0.021], [0.134, -0.053, 0.299], [0.069, -0.054, 0.041], [-0.133, -0.105, -0.040], [0.007, 0.091, 0.016], [-0.230, -0.469, 0.110], [0.329, -0.201, -0.123], [-0.257, 0.100, -0.300], [-0.029, 0.136, 0.305], [-0.285, -0.152, -0.110], [0.201, -0.196, -0.358], [-0.101, 0.244, -0.012], [-0.228, -0.064, 0.093], [-0.254, 1.017, -0.809], [1.917, 0.146, -0.129], [-0.829, -0.238, -0.532], [-0.105, -0.287, -0.169], [-2.888, 0.983, -4.323], [3.256, -1.337, 4.023], [0.449, 0.593, -0.111], [0.291, -1.128, 0.211], [-0.238, 0.021, 0.311], [-0.260, 0.015, -0.069], [0.216, -0.093, 0.133], [0.015, 0.171, 0.269], [-0.432, -0.188, -0.205], [0.096, -0.297, 0.251], [-0.431, -0.135, -0.336], [-0.313, -0.090, -0.324], [0.043, -0.066, -0.424], [-0.099, 0.203, 0.030], [0.345, 0.234, 0.291], [0.339, 0.020, 0.204], [-1.271, -1.330, 0.119], [0.974, -0.084, 1.091], [0.364, -0.162, 0.100], [0.465, -0.026, -0.159], [-0.160, -0.131, -0.060], [-0.007, -0.431, 0.023], [0.135, 0.227, 0.171], [-0.413, -0.224, -0.328], [-0.125, -0.281, 0.306], [0.207, -0.035, 0.029], [-0.203, -0.093, -0.158], [-0.053, 0.185, 0.099], [0.194, -0.504, -0.191], [-0.187, -0.064, 0.014], [0.084, -0.117, 0.220], [0.181, 0.102, -0.081], [0.366, 0.585, 0.028], [0.292, -0.239, 0.067], [-0.085, 0.089, 0.125], [-0.140, 0.115, -0.329], [1.009, 0.237, -1.811], [0.368, 0.202, -0.293], [-0.079, 0.764, 0.259], [-0.005, -0.347, 0.054], [0.174, 0.446, 0.907]],
  "lowdin_charge": [0.740, -0.363, -0.393, -0.229, -0.263, -0.246, -0.060, 0.068, 0.077, 0.103, -0.033, 0.080, 0.084, 0.108, -0.014, 0.103, 0.089, 0.078, -0.042, 0.107, 0.067, 0.077, -0.049, 0.108, 0.081, 0.073, -0.160, -0.159, -0.166, -0.162, -0.116, -0.126, -0.163, -0.151, 0.131, 0.104, 0.114, 0.113, 0.106, 0.103, 0.122, 0.106, 0.071, 0.128, 0.125, 0.106, 0.664, 0.735, -0.416, -0.380, 0.111, 0.001, 0.073, 0.072, -0.244, 0.022, 0.037, 0.064, -0.246, 0.052, 0.031, 0.051, -0.238, 0.061, 0.054, 0.051, -0.273, 0.013, 0.013, 0.069, 0.142]
}